55
Properties=species:S:1:pos:R:3:mulliken_charge:R:1 method="wB97M-V/def2-TZVPD" de_lowest_ev=0.000 total_energy_ha=-2011.84012 total_charge=+2 lumo_ha=-0.23881 e_homo_ha=-0.473
Pt -0.473 -0.841 -0.798 1.3730
C -1.910 -2.592 1.245 -0.8851
C -0.434 -2.582 1.636 -0.7625
N 0.463 -2.138 0.517 -0.3662
C 1.013 -3.251 -0.303 -0.8434
C -0.103 -3.785 -1.176 -0.5455
N -0.885 -2.648 -1.797 -0.5877
C -2.382 -2.883 -1.766 -0.7599
C -3.121 -1.918 -0.824 -0.8445
N -2.248 -1.495 0.298 -0.5723
H -2.508 -2.499 2.151 0.5957
H -2.196 -3.535 0.781 0.3250
H -0.122 -3.575 1.961 0.5160
H -0.280 -1.883 2.449 0.4267
H 1.245 -1.619 0.925 0.2990
H 1.417 -4.037 0.336 0.5103
H 1.833 -2.848 -0.891 0.3322
H -0.796 -4.377 -0.583 0.3118
H 0.288 -4.435 -1.957 0.5099
H -0.596 -2.572 -2.767 0.4908
H -2.547 -3.920 -1.479 0.3956
H -2.779 -2.770 -2.773 0.4837
H -4.041 -2.390 -0.472 0.4703
H -3.401 -1.012 -1.359 0.3825
H -2.669 -0.718 0.800 0.4241
N 4.658 4.294 2.545 -0.4623
C 3.494 3.633 2.365 1.0868
C 2.377 4.288 1.810 -0.7610
C 1.189 3.622 1.638 -0.6210
C 1.092 2.277 2.005 0.0584
C 2.186 1.611 2.555 -0.4661
C 3.374 2.277 2.732 -0.8049
S -0.395 1.456 1.748 1.1021
O -1.504 2.343 1.853 -0.6674
O -0.391 0.191 2.437 -0.6920
N -0.401 0.956 0.130 0.1445
C -0.955 1.657 -0.892 0.7526
N -1.082 2.959 -1.043 -0.3765
C -1.576 3.351 -2.210 -0.2780
C -1.907 2.474 -3.254 -0.8335
C -1.719 1.132 -3.036 -0.0640
N -1.292 0.729 -1.832 -0.1797
H 4.728 5.277 2.353 0.2026
H 5.435 3.859 3.010 0.2028
H 2.453 5.334 1.540 0.3275
H 0.327 4.133 1.229 0.4844
H 2.090 0.583 2.879 0.4519
H 4.217 1.771 3.185 0.3326
H -1.691 4.420 -2.342 0.4713
H -2.282 2.841 -4.197 0.4501
H -1.922 0.378 -3.785 0.5192
I 2.846 0.205 -0.689 0.1930
C 1.244 -0.503 -1.888 -1.4077
H 1.579 -1.442 -2.320 0.6032
H 1.062 0.218 -2.679 0.5518



25
Properties=species:S:1:pos:R:3:mulliken_charge:R:1 method="wB97M-V/def2-TZVPD" de_lowest_ev=4.199 total_energy_ha=-605.57978 total_charge=+1 lumo_ha=-0.13980 smiles="CO[C@H]1NC(=O)N([NH+]=C(C)C)N1" e_homo_ha=-0.475
C -3.780 0.654 -0.890 -0.7900
O -3.369 0.767 0.448 -0.2962
C -2.330 0.038 0.860 -0.0796
N -2.330 -1.402 0.509 -0.0900
C -1.159 -1.870 0.122 0.3687
O -0.707 -2.958 -0.059 -0.6163
N -0.298 -0.739 0.081 0.2248
N 0.986 -1.030 -0.063 -0.0346
C 2.084 -0.299 -0.036 1.3934
C 1.992 1.129 0.098 -1.2529
C 3.365 -0.879 0.023 -1.6618
N -0.880 0.497 0.402 -0.5726
H -4.870 1.032 -0.845 0.2744
H -3.802 -0.304 -1.319 0.4037
H -3.171 1.140 -1.714 0.2757
H -2.235 0.048 1.881 0.4620
H -3.143 -1.960 0.697 0.1827
H 1.070 -2.038 -0.012 0.2516
H 3.019 1.543 0.124 0.3424
H 1.492 1.427 1.037 0.3416
H 1.398 1.613 -0.661 0.3523
H 3.437 -1.915 -0.212 0.3953
H 3.708 -0.846 1.065 0.3670
H 4.186 -0.465 -0.550 0.4348
H -0.780 0.853 -0.495 0.3236



20
Properties=species:S:1:pos:R:3:mulliken_charge:R:1 method="wB97M-V/def2-TZVPD" de_lowest_ev=3.964 total_energy_ha=-323.74731 total_charge=+2 lumo_ha=-0.29155 e_homo_ha=-0.735
C 1.391 -0.435 1.631 -0.6989
N -0.082 -0.182 1.398 -0.1231
N -0.360 -0.485 0.064 -0.0578
C -0.699 -1.929 -0.491 -1.0463
C -0.274 0.564 -0.789 1.1789
C -0.218 1.931 -0.387 -1.5176
N -0.406 0.383 -2.078 -0.3556
H 1.806 -1.310 1.061 0.3259
H 1.994 0.451 1.111 0.2985
H 1.493 -0.259 2.695 0.4101
H -0.382 0.729 1.708 0.3485
H -0.570 -0.892 1.897 0.3562
H 0.158 -2.207 -0.981 0.4111
H -1.515 -1.589 -1.131 0.4485
H -1.117 -2.399 0.310 0.4211
H -0.309 2.639 -1.219 0.3517
H -0.995 2.178 0.409 0.3744
H 0.687 2.128 0.136 0.4188
H -0.178 1.132 -2.727 0.2616
H -0.424 -0.448 -2.617 0.1939



42
Properties=species:S:1:pos:R:3:mulliken_charge:R:1 method="wB97M-V/def2-TZVPD" de_lowest_ev=0.557 total_energy_ha=-824.89054 lumo_ha=0.02084 smiles="C=CCCCCCCCCC(=O)Nc1ncccn1" e_homo_ha=-0.344
C 3.309 -5.472 -2.668 -0.8337
C 2.072 -5.027 -2.790 -0.0131
C 0.975 -5.316 -1.816 -0.8083
C 0.566 -4.076 -1.007 -0.3804
C -0.119 -3.008 -1.856 -0.6640
C -0.520 -1.770 -1.052 -0.4912
C -1.646 -2.037 -0.053 -0.6434
C -2.208 -0.757 0.567 -0.6596
C -1.209 -0.057 1.485 -0.3129
C -1.810 1.187 2.152 -0.7540
C -2.239 2.196 1.125 0.3033
O -3.389 2.397 0.813 -0.6171
N -1.252 2.921 0.478 -0.0625
C 0.096 3.050 0.666 0.5773
N 0.729 2.337 1.592 -0.3307
C 2.031 2.529 1.709 -0.2145
C 2.730 3.421 0.912 -0.6000
C 1.973 4.114 -0.025 -0.1065
N 0.673 3.938 -0.150 -0.6848
H 4.076 -5.237 -3.386 0.2752
H 3.606 -6.098 -1.842 0.2520
H 1.803 -4.405 -3.633 0.2792
H 0.100 -5.688 -2.355 0.3264
H 1.305 -6.093 -1.123 0.3865
H 1.455 -3.650 -0.536 0.2875
H -0.113 -4.396 -0.214 0.2904
H 0.560 -2.694 -2.651 0.2963
H -1.008 -3.436 -2.328 0.3300
H -0.853 -0.996 -1.749 0.3111
H 0.359 -1.390 -0.529 0.2153
H -2.455 -2.558 -0.570 0.3100
H -1.287 -2.689 0.746 0.2569
H -3.101 -1.007 1.145 0.2802
H -2.517 -0.076 -0.229 0.3460
H -0.892 -0.748 2.269 0.3577
H -0.324 0.240 0.924 0.1342
H -1.065 1.633 2.810 0.4650
H -2.696 0.906 2.725 0.3860
H -1.608 3.550 -0.237 0.2706
H 2.519 1.936 2.473 0.4502
H 3.791 3.569 1.011 0.3804
H 2.415 4.837 -0.699 0.4090



49
Properties=species:S:1:pos:R:3:mulliken_charge:R:1 method="wB97M-V/def2-TZVPD" de_lowest_ev=1.542 total_energy_ha=-1224.60019 lumo_ha=-0.00673 e_homo_ha=-0.297
C -4.605 -2.668 -0.499 -0.9659
N -3.325 -2.125 -0.063 0.2497
C -2.131 -2.433 -0.669 -0.4942
C -1.061 -1.956 0.114 -0.1813
C 0.332 -1.879 -0.189 0.5294
C 0.756 -1.668 -1.599 0.1464
C 0.168 -0.595 -2.401 -0.4606
C 0.979 0.170 -3.236 -0.5815
C 2.350 -0.179 -3.409 1.0406
C 3.246 0.854 -4.065 -1.3839
C 2.852 -1.363 -2.824 -0.5990
C 2.018 -2.160 -2.036 -0.7601
C -1.694 -1.400 1.370 0.5581
C -1.236 -0.574 2.393 -0.4230
C -2.180 0.253 3.074 -0.7012
C -3.564 0.230 2.790 -0.6758
C -4.040 -0.657 1.840 -0.7504
C -3.095 -1.453 1.162 0.2216
H -5.402 -1.989 -0.154 0.3237
H -4.624 -2.686 -1.612 0.3430
H -4.807 -3.676 -0.050 0.2634
H -2.095 -2.968 -1.680 0.3786
H 0.996 -2.220 0.630 0.6746
H -0.889 -0.333 -2.297 0.3574
H 0.585 1.116 -3.702 0.2844
H 4.184 0.447 -4.402 0.3897
H 2.691 1.281 -4.912 0.3580
H 3.448 1.728 -3.400 0.2537
H 3.934 -1.652 -2.947 0.2769
H 2.388 -3.071 -1.551 0.3735
H -0.190 -0.603 2.690 0.4985
H -1.838 0.951 3.824 0.4114
H -4.250 0.921 3.270 0.3833
H -5.086 -0.731 1.533 0.2036
C 2.804 3.321 2.756 -0.3704
C 3.059 2.050 2.273 -0.6512
C 2.128 1.515 1.398 0.3248
C 1.005 2.204 1.006 0.2495
C 0.759 3.493 1.458 -0.6104
C 1.664 4.054 2.365 -0.5018
C 0.169 1.242 0.213 -0.0740
O -0.885 1.518 -0.355 -0.6918
N 0.785 0.004 0.244 0.7132
C 2.019 0.117 0.843 -0.0118
O 2.891 -0.742 0.928 -0.6980
H 3.498 3.784 3.458 0.3801
H 3.927 1.468 2.538 0.4959
H -0.123 4.007 1.121 0.5071
H 1.485 5.054 2.764 0.3959



Please write out number 2 again, unchanged.
25
Properties=species:S:1:pos:R:3:mulliken_charge:R:1 method="wB97M-V/def2-TZVPD" de_lowest_ev=4.199 total_energy_ha=-605.57978 total_charge=+1 lumo_ha=-0.13980 smiles="CO[C@H]1NC(=O)N([NH+]=C(C)C)N1" e_homo_ha=-0.475
C -3.780 0.654 -0.890 -0.7900
O -3.369 0.767 0.448 -0.2962
C -2.330 0.038 0.860 -0.0796
N -2.330 -1.402 0.509 -0.0900
C -1.159 -1.870 0.122 0.3687
O -0.707 -2.958 -0.059 -0.6163
N -0.298 -0.739 0.081 0.2248
N 0.986 -1.030 -0.063 -0.0346
C 2.084 -0.299 -0.036 1.3934
C 1.992 1.129 0.098 -1.2529
C 3.365 -0.879 0.023 -1.6618
N -0.880 0.497 0.402 -0.5726
H -4.870 1.032 -0.845 0.2744
H -3.802 -0.304 -1.319 0.4037
H -3.171 1.140 -1.714 0.2757
H -2.235 0.048 1.881 0.4620
H -3.143 -1.960 0.697 0.1827
H 1.070 -2.038 -0.012 0.2516
H 3.019 1.543 0.124 0.3424
H 1.492 1.427 1.037 0.3416
H 1.398 1.613 -0.661 0.3523
H 3.437 -1.915 -0.212 0.3953
H 3.708 -0.846 1.065 0.3670
H 4.186 -0.465 -0.550 0.4348
H -0.780 0.853 -0.495 0.3236